[1]
Computed, not measured: a molecular structure, C9H10IrN8OS2 at a distorted geometry, with ωB97M-V/def2-TZVPD.

Output
gap between HOMO and LUMO: 7.22 eV
energy above the lowest of the compared OMol25 structures with the same formula, charge and spin: 22.7 kcal per mole
charge: +1
E_HOMO: -11.6 eV

```
31
C9H10IrN8OS2 (ωB97M-V/def2-TZVPD)
Ir -0.75634 0.78250 0.23130
N -2.07197 2.40015 0.56845
N -2.77838 2.81448 -0.57072
C -2.30857 2.47096 -1.77772
N -2.91410 2.96660 -2.84982
S -0.98289 1.43004 -1.95708
H -2.71396 2.10878 1.30559
H -1.49120 3.16052 0.91588
H -3.51700 3.49295 -0.45752
H -3.73876 3.54169 -2.79692
H -2.57760 2.70990 -3.76373
C 4.88863 -1.46748 0.08667
C 3.45574 -1.06894 -0.03563
C 2.51695 -1.87484 -0.69941
C 1.21070 -1.46003 -0.75059
N 0.87704 -0.29003 -0.18391
C 1.84161 0.43943 0.40326
S 1.11282 1.89767 0.99395
N 3.10571 0.09919 0.51283
H 5.03802 -2.51577 -0.16035
H 5.23995 -1.26661 1.09708
H 5.48937 -0.85799 -0.59136
H 2.80850 -2.80920 -1.15503
H 0.42086 -2.02533 -1.22175
O -1.61216 -1.41962 -0.20401
N -1.80808 -2.39929 0.56379
C -1.79886 -2.27740 1.89128
C -1.89470 -3.43716 2.71561
N -1.94042 -4.35743 3.40084
C -1.62799 -0.95655 2.36323
N -1.47291 0.16880 2.12579
```


[2]
Computed, not measured: a molecular structure, C9H10N2 at a distorted geometry, with ωB97M-V/def2-TZVPD.

Output
gap between HOMO and LUMO: 8.58 eV
energy above the lowest of the compared OMol25 structures with the same formula, charge and spin: 145.1 kcal per mole
E_HOMO: -8.0 eV

```
21
C9H10N2 (ωB97M-V/def2-TZVPD)
C -2.13449 -1.71615 0.35623
C -3.17345 -0.89786 -0.18275
C -0.88937 -1.14533 0.47619
C -2.95511 0.50498 -0.33369
C -0.70085 0.24911 0.27752
C 2.61377 -0.64915 -0.89524
C 1.93867 -0.18940 0.07376
C 3.28260 -0.67609 0.46673
C 0.73508 2.13880 -0.09264
N -1.78788 1.02036 -0.01950
N 0.43752 0.91765 0.51401
H -2.32293 -2.70238 0.64027
H -4.25141 -1.16784 -0.26637
H 0.03333 -1.71593 0.69724
H -3.76514 1.04471 -0.77831
H 2.98757 -0.87596 -1.84004
H 3.39908 -1.59022 1.05809
H 4.21547 0.06255 0.57299
H 1.74138 2.57861 0.12384
H 0.61333 2.04441 -1.10422
H -0.01715 2.76515 0.25589
```


[3]
Computed, not measured: C9H10N2O in the gas phase at a distorted geometry, with ωB97M-V/def2-TZVPD.

Output
gap between HOMO and LUMO: 8.66 eV
energy above the lowest of the compared OMol25 structures with the same formula, charge and spin: 148.4 kcal per mole
E_HOMO: -8.3 eV

```
22
C9H10N2O (ωB97M-V/def2-TZVPD)
C -2.32431 0.53418 2.49792
C -1.23435 -0.53773 0.11094
C -0.11644 -0.37657 -0.89437
C 0.04041 -1.25509 -2.08069
C 1.24419 -1.00409 -2.84512
C 2.11303 0.11312 -2.33501
C 2.08247 0.86159 -1.09598
C 0.82512 0.53081 -0.41263
C -0.06246 0.92802 1.73169
H -3.10462 0.73970 1.68828
H -1.95979 1.40005 2.93447
H -2.43587 -0.32720 3.04044
H -1.31093 -1.52579 0.70386
H -2.27098 -0.67866 -0.50819
H -0.50866 -2.46779 -2.13130
H 1.47149 -1.87838 -3.75643
H 2.98467 0.02972 -3.07124
H 2.70539 1.53647 -0.45146
H 1.93283 0.86106 1.56346
N -1.16425 0.29114 1.47001
N 1.03266 0.75476 0.96777
O 0.06040 1.47067 2.87359
```


[4]
Computed, not measured: C9H10N2O in the gas phase at a distorted geometry, with ωB97M-V/def2-TZVPD.

Output
2S+1: 3
gap between HOMO and LUMO (alpha / beta): 5.04 / 5.22 eV
energy above the lowest of the compared OMol25 structures with the same formula, charge and spin: 6.8 kcal per mole
E_HOMO (alpha / beta): -4.5 / -7.9 eV
⟨S²⟩: 2.03

```
22
C9H10N2O (ωB97M-V/def2-TZVPD)
C 0.54586 2.07401 2.30899
C -0.47387 1.24901 2.79494
C 1.07582 1.96613 1.06994
C -1.01608 0.25087 1.96598
C 0.73353 0.80258 0.31332
C -0.40101 0.05192 0.78135
C 1.04386 -2.13114 -0.72640
C 0.11520 -1.02143 -1.19823
C -0.37264 -1.11115 -2.65978
N 1.04881 0.46955 -0.96995
N -0.98606 -0.77428 -0.30004
O 2.03299 -2.49370 -1.27345
H 0.91961 2.79745 2.99138
H -0.78791 1.49042 3.76980
H 1.87503 2.50619 0.71311
H -1.83929 -0.49852 2.25238
H 0.54158 -2.81391 -0.00095
H -0.92854 -0.11025 -2.91695
H -0.96448 -1.95421 -2.77115
H 0.34698 -1.25542 -3.32292
H 2.06050 0.37566 -1.21685
H -1.76426 -0.35427 -0.77764
```


[5]
Computed, not measured: C9H10N2O2 in the gas phase at a distorted geometry, with ωB97M-V/def2-TZVPD.

Output
gap between HOMO and LUMO: 8.51 eV
energy above the lowest of the compared OMol25 structures with the same formula, charge and spin: 128.9 kcal per mole
E_HOMO: -8.5 eV

```
23
C9H10N2O2 (ωB97M-V/def2-TZVPD)
C -0.78506 -0.87303 -2.64074
C -0.38711 -2.04253 -1.99950
C -0.92106 0.29640 -1.93754
C 0.07456 -1.90251 -0.74110
C -0.34655 0.50536 -0.68127
C 0.08646 -0.69613 -0.04494
C -0.40327 1.80506 0.08255
C 0.49729 -0.78613 1.36853
C 0.90732 1.84836 0.90877
N 1.12479 2.38196 2.00041
N 0.96142 -1.86063 1.97464
O 1.08697 -1.64981 3.40479
O 1.14986 -3.02530 1.66636
H -1.16580 -0.77873 -3.67420
H -0.41250 -2.98106 -2.55216
H -1.41092 1.15875 -2.34863
H 0.36999 -2.77769 -0.29556
H -0.32666 2.51236 -0.81290
H -1.21464 1.99668 0.71805
H 0.33456 -0.07914 2.04445
H 1.75794 1.55925 0.27964
H 2.01291 -1.73796 3.79121
H 0.31658 2.57763 2.46519
```


[6]
Computed, not measured: 2 unconnected molecules or ions with the total composition C9H10N2O2 at a distorted geometry, with ωB97M-V/def2-TZVPD.

Output
gap between HOMO and LUMO: 8.95 eV
energy above the lowest of the compared OMol25 structures with the same formula, charge and spin: 36.6 kcal per mole
E_HOMO: -8.5 eV

```
23
C9H10N2O2 (ωB97M-V/def2-TZVPD)
C -2.45535 -1.14612 -0.26670
C -2.23341 -2.05798 0.70225
C -1.55745 -0.14636 -0.53038
C -1.28558 -1.58043 1.69077
C -0.53050 0.16573 0.40667
C 1.28187 1.53861 1.06117
C 2.33096 -0.84104 -1.95603
C 0.56944 1.79531 -1.27739
C 0.40353 1.23229 0.10887
N -0.48171 -0.53841 1.47051
N 2.43394 -1.11924 -0.83138
O 1.46257 1.00682 2.29569
O 2.40373 -0.71862 -3.10752
H -3.31705 -1.20303 -0.86338
H -2.85347 -2.82000 1.08010
H -1.81023 0.56694 -1.33433
H -1.24533 -1.97359 2.71168
H 1.91689 2.44697 0.85418
H 1.52025 2.35698 -1.20597
H 0.58195 0.95921 -1.89784
H -0.18447 2.51037 -1.52720
H 0.82443 0.24932 2.37131
H 2.22497 -0.68375 0.04494
```


> Which formula does entry 5 have?

C9H10N2O2


> Look up the energy above the lowest of the compared OMol25 structures with the same formula, charge and spin of the sixth one.

36.6 kcal per mole


> Which formula does entry 2 have?

C9H10N2


> Which value of energy above the lowest of the compared OMol25 structures with the same formula, charge and spin does entry 4 give?

6.8 kcal per mole